No. 1
A cluster of 8 separate species, C42H88O24 in total in a non-equilibrium geometry, computed with wB97M-V/def2-TZVPD.

Properties
ΔE to the lowest compared entry with this formula, charge and spin in eV: 0.935
Orbital gap in Eh: 0.3611
E_LUMO in eV: 0.42

```
! wB97M-V def2-TZVPD RIJCOSX def2/J DEFGRID3
* xyz 0 1
C -5.4578 -0.6464 1.7518
C -4.2458 -0.3261 2.5188
C -4.2795 -0.6896 3.9919
O -3.2807 -1.7147 4.1136
C -2.6401 -1.9119 2.9381
O -1.6216 -2.5495 2.8669
O -3.1895 -1.1966 1.9555
H -6.3655 -0.1624 2.1127
H -5.7459 -1.6647 1.7950
H -5.4207 -0.4958 0.6714
H -3.8225 0.6256 2.2568
H -5.2095 -1.1176 4.3195
H -3.9915 0.1147 4.6397
C -0.0793 1.6407 -4.5121
C -1.1778 2.3837 -5.1910
C -0.7521 3.1483 -6.4472
O -1.8052 3.0397 -7.3664
C -2.6137 2.0279 -6.9039
O -3.6964 1.7919 -7.3393
O -2.2000 1.5292 -5.6933
H -0.2821 1.1018 -3.5521
H 0.8163 2.2946 -4.4630
H 0.2019 0.9242 -5.2735
H -1.7385 3.0203 -4.4577
H 0.1955 2.6929 -6.9546
H -0.5524 4.2497 -6.3287
C -2.1149 -1.3305 -1.0999
C -1.9220 0.1044 -0.6865
C -0.5547 0.7337 -0.7696
O -0.9157 2.1758 -0.8906
C -2.0943 2.2633 -1.4902
O -2.4564 3.2539 -2.0189
O -2.6933 1.0323 -1.5320
H -3.1538 -1.5688 -1.0406
H -1.6346 -2.0953 -0.4437
H -1.7407 -1.4313 -2.1020
H -2.2362 0.1960 0.4359
H 0.0143 0.4896 -1.6571
H 0.0638 0.5705 0.1390
C 2.9826 4.9090 -5.4154
O 1.7249 4.6331 -4.8279
C 1.7096 5.2606 -3.4975
C 0.3626 5.1096 -2.8644
O 0.5139 5.4588 -1.5602
C -0.7652 5.4947 -0.8311
C -0.4915 6.2683 0.4519
O -0.8655 7.6040 0.1534
C -0.4520 8.4745 1.1960
H 3.0477 4.3064 -6.3348
H 3.7131 4.3733 -4.7737
H 3.2699 5.9570 -5.5321
H 1.8809 6.3044 -3.6347
H 2.4877 4.8293 -2.8627
H 0.1285 4.0468 -2.9470
H -0.4460 5.7425 -3.3810
H -0.9732 4.4481 -0.5962
H -1.5823 5.9567 -1.3572
H 0.5766 6.1931 0.7629
H -1.2139 5.9536 1.2512
H -0.7197 9.5007 0.9713
H 0.5880 8.4023 1.3319
H -0.9305 8.2562 2.1178
C 4.3488 -3.1542 -1.2381
O 4.2315 -3.0942 0.1543
C 2.9066 -3.2969 0.5388
C 2.8135 -3.1691 2.0161
O 3.4797 -4.2996 2.5653
C 3.9631 -4.0759 3.8706
C 4.4595 -5.3569 4.4562
O 3.4550 -6.2544 4.7677
C 3.9348 -7.2053 5.6750
H 3.8168 -2.2779 -1.6558
H 4.0381 -4.1499 -1.6981
H 5.3649 -2.9648 -1.5465
H 2.3754 -4.2177 0.0920
H 2.3224 -2.4369 0.0961
H 1.7337 -3.1211 2.1973
H 3.2933 -2.2242 2.3492
H 3.1593 -3.6555 4.5767
H 4.8822 -3.4173 3.8872
H 4.9411 -4.9789 5.3383
H 5.1745 -5.8737 3.7669
H 4.1166 -6.7674 6.6830
H 4.7973 -7.7229 5.2203
H 3.0774 -7.8902 5.7538
C 0.6848 -7.0999 -1.8697
O -0.2923 -6.1040 -1.8125
C -1.0880 -5.9944 -2.9540
C -2.3285 -5.3297 -2.5344
O -3.0795 -6.2569 -1.7092
C -4.3473 -5.7002 -1.3553
C -5.4731 -5.9614 -2.3262
O -6.3938 -6.9317 -1.7637
C -6.0378 -8.2678 -1.9158
H 1.5066 -6.8277 -2.5906
H 0.3143 -8.0465 -2.1552
H 1.1697 -7.2733 -0.9047
H -1.3149 -6.9951 -3.3963
H -0.6248 -5.3690 -3.6979
H -2.9687 -4.9969 -3.4258
H -2.0574 -4.4296 -1.9679
H -4.1373 -4.6477 -1.1571
H -4.6356 -6.1950 -0.3993
H -5.0244 -6.4220 -3.2241
H -6.0748 -5.1089 -2.4810
H -4.9995 -8.4143 -1.5456
H -6.1654 -8.5571 -2.9464
H -6.7048 -8.8853 -1.3224
C -3.5353 3.9396 3.7391
O -2.9656 2.8837 2.9248
C -1.5493 2.9397 2.9870
C -0.9814 2.2596 4.2072
O -1.3015 0.8292 4.1761
C -0.3559 0.0333 4.9541
C 0.6981 -0.3949 3.9658
O 1.6737 0.6539 3.8320
C 2.6777 0.3013 2.8731
H -2.9497 4.8502 3.5934
H -3.4838 3.7016 4.8649
H -4.5918 4.0547 3.4336
H -1.1616 3.9593 2.9930
H -1.1135 2.3707 2.1421
H -1.4137 2.7329 5.1719
H 0.1048 2.4301 4.2712
H -0.9209 -0.8948 5.1689
H 0.0667 0.6000 5.7925
H 0.2726 -0.6282 2.9962
H 1.2494 -1.2975 4.3461
H 3.4142 1.1240 2.7795
H 2.2389 0.1504 1.8708
H 3.1338 -0.6340 3.2224
C 2.0105 5.0382 3.0498
O 2.4438 4.6681 1.7430
C 1.7456 3.4545 1.3471
C 2.5395 2.9796 0.1553
O 3.7913 2.3941 0.5436
C 4.5721 2.1121 -0.5516
C 4.5036 0.6147 -1.0574
O 3.1225 0.3798 -1.5971
C 3.1437 0.1432 -3.0111
H 2.3139 4.3130 3.8094
H 0.9011 5.2032 3.0686
H 2.4954 6.0062 3.2028
H 0.6914 3.5883 1.0790
H 1.7182 2.7378 2.1835
H 2.7374 3.7496 -0.6229
H 1.9740 2.2062 -0.3460
H 5.6660 2.3453 -0.2811
H 4.3671 2.7886 -1.3445
H 4.7638 -0.1084 -0.2609
H 5.1399 0.5192 -1.9325
H 4.0975 -0.2995 -3.3123
H 3.0250 1.1107 -3.4814
H 2.2646 -0.4766 -3.2133
*
```



No. 2
A cluster of 5 separate species, C27H55BrN4O7 in total in a non-equilibrium geometry, computed with wB97M-V/def2-TZVPD.

Properties
Orbital gap in Eh: 0.3381
E_LUMO in eV: 0.41

```
! wB97M-V def2-TZVPD RIJCOSX def2/J DEFGRID3
* xyz 0 1
C -1.8748 0.6868 -1.3761
C -0.4984 -0.0408 -1.6274
C -0.3829 -1.4927 -1.4749
C 0.9190 -2.1497 -1.6863
C 2.1073 -1.3542 -2.0685
C 3.4387 -2.1308 -2.3010
C 4.5818 -1.8451 -1.2734
O 4.5359 -2.4044 0.0548
C 5.5842 -1.7409 0.7401
O 5.9530 -1.9494 1.8393
O 6.1251 -0.7067 -0.1013
C 4.9419 -0.3608 -0.8734
Br 3.8003 0.4317 0.5774
C 1.9317 0.0999 -2.2326
C 0.6572 0.7819 -2.0098
H -2.0071 0.9953 -0.3015
H -2.6923 -0.0372 -1.6314
H -1.9509 1.5538 -2.0843
H -1.2677 -2.1230 -1.1933
H 0.9579 -3.2645 -1.5577
H 3.8476 -1.8791 -3.3240
H 3.2152 -3.2369 -2.2809
H 5.5836 -2.2156 -1.6541
H 5.1210 0.3559 -1.7220
H 2.8517 0.6745 -2.5162
H 0.5958 1.9051 -2.1229
C -0.0847 -4.3564 2.3845
C -1.2533 -3.4854 1.9343
C -2.2467 -3.1368 3.0585
O -3.1062 -4.1997 3.4445
C -2.5074 -5.1680 4.2881
N -1.9264 -4.1408 0.8053
H -0.3568 -5.4079 2.4842
H 0.7214 -4.3099 1.6488
H 0.3186 -4.0131 3.3407
H -0.8277 -2.5420 1.5754
H -2.9069 -2.3470 2.6882
H -1.7309 -2.7229 3.9345
H -1.7994 -4.7204 4.9903
H -2.0191 -5.9402 3.6900
H -3.3016 -5.6537 4.8575
H -2.6306 -3.5067 0.4329
H -2.4749 -4.9114 1.1848
C -1.3568 6.6286 -3.8489
C -0.3866 6.4832 -2.6790
C 0.8579 5.6342 -2.9988
O 0.6226 4.2345 -3.0618
C 0.0208 3.7950 -4.2695
N -1.1183 5.9553 -1.5208
H -1.9810 5.7466 -3.9894
H -2.0346 7.4660 -3.6718
H -0.8227 6.8252 -4.7820
H -0.0340 7.4892 -2.4279
H 1.5760 5.7734 -2.1854
H 1.3559 5.9812 -3.9130
H 0.3733 4.3559 -5.1384
H -1.0664 3.8548 -4.1884
H 0.2770 2.7429 -4.4083
H -0.4995 5.9666 -0.7110
H -1.2769 4.9625 -1.6876
C 4.0286 -6.5161 0.9840
C 2.6419 -6.7826 1.5644
C 2.6006 -7.9362 2.5843
O 2.6826 -9.2361 2.0176
C 3.9882 -9.6337 1.6368
N 1.7000 -7.0041 0.4606
H 4.3026 -7.2287 0.2059
H 4.0586 -5.5249 0.5259
H 4.7947 -6.5448 1.7628
H 2.3366 -5.8743 2.0932
H 1.6317 -7.8995 3.0914
H 3.3626 -7.8088 3.3640
H 4.7495 -9.2607 2.3266
H 4.2005 -9.3066 0.6170
H 4.0207 -10.7246 1.6401
H 0.7576 -7.0665 0.8408
H 1.8740 -7.9396 0.0955
C -5.5249 6.4784 0.6497
C -4.0167 6.7173 0.6261
C -3.5148 7.6546 1.7417
O -3.8003 9.0310 1.5383
C -5.1328 9.4083 1.8358
N -3.6348 7.2049 -0.7021
H -6.0883 7.3074 0.2222
H -5.7729 5.5938 0.0591
H -5.8823 6.3080 1.6689
H -3.5353 5.7453 0.7813
H -2.4235 7.5843 1.7710
H -3.8722 7.3308 2.7283
H -5.5339 8.8607 2.6925
H -5.7692 9.2702 0.9594
H -5.1346 10.4738 2.0725
H -2.6161 7.2526 -0.7523
H -3.9269 8.1806 -0.7622
*
```